No. 1
{"formula": "C5H9N3O2", "method": "wB97M-V/def2-TZVPD", "symbols": ["C", "C", "C", "C", "C", "N", "N", "N", "O", "O", "H", "H", "H", "H", "H", "H", "H", "H", "H"], "coordinates": [[-0.359, 0.694, -1.031], [-0.562, -1.643, 1.231], [1.862, 1.151, 0.130], [-0.259, 1.789, -2.122], [-1.225, -0.293, -1.254], [0.492, 0.728, 0.089], [-1.743, -2.051, 1.616], [0.663, -1.807, 1.508], [2.288, 0.923, 1.369], [2.461, 1.822, -0.670], [-0.341, 1.356, -3.152], [-0.812, 2.702, -2.086], [0.754, 2.063, -2.112], [-2.080, -0.551, -1.753], [0.270, -0.143, 0.713], [-2.587, -1.795, 1.146], [-1.847, -2.652, 2.432], [1.854, 0.103, 1.661], [1.168, -2.398, 2.285]], "spin_multiplicity": 1, "total_charge": 0}

***

No. 2
{"formula": "C13H23FIrNP", "method": "wB97M-V/def2-TZVPD", "symbols": ["C", "C", "C", "C", "C", "C", "C", "C", "N", "Ir", "C", "P", "H", "H", "H", "H", "H", "H", "H", "H", "C", "C", "H", "C", "C", "H", "H", "H", "H", "H", "H", "H", "H", "H", "H", "H", "H", "H", "H", "F"], "coordinates": [[0.446, 3.258, -1.718], [-0.805, 2.764, -1.372], [-0.946, 1.774, -0.382], [0.207, 1.326, 0.272], [1.479, 1.753, -0.114], [1.588, 2.759, -1.081], [-2.303, 1.243, -0.050], [-2.330, -0.239, 0.405], [-2.318, -1.210, -0.604], [0.149, 0.101, 1.929], [2.635, 1.076, 0.555], [1.966, -0.627, 1.028], [-1.703, 3.122, -1.878], [2.577, 3.128, -1.352], [0.542, 4.018, -2.502], [2.907, 1.577, 1.498], [3.505, 0.940, -0.091], [-2.720, 1.820, 0.797], [-2.972, 1.353, -0.911], [-1.511, -0.370, 1.211], [3.226, -1.433, 1.998], [1.972, -1.479, -0.560], [-3.265, -0.409, 0.959], [-1.463, -1.157, -1.749], [-3.147, -2.379, -0.494], [0.494, -1.396, 2.607], [-1.979, -1.689, -2.560], [-1.287, -0.121, -2.064], [-0.493, -1.651, -1.584], [-3.383, -2.729, -1.506], [-2.675, -3.215, 0.040], [-4.083, -2.128, 0.015], [3.002, -1.499, -0.934], [1.599, -2.501, -0.424], [1.340, -0.964, -1.289], [4.175, -1.356, 1.461], [3.309, -0.964, 2.980], [2.947, -2.483, 2.123], [-0.398, -1.484, 2.101], [-0.286, 1.473, 3.240]], "spin_multiplicity": 6, "total_charge": 2, "s2": 8.78}

***

No. 3
{"formula": "C9H16N3O", "method": "wB97M-V/def2-TZVPD", "symbols": ["C", "C", "N", "N", "N", "H", "H", "H", "H", "H", "H", "H", "H", "C", "C", "C", "C", "C", "C", "C", "O", "H", "H", "H", "H", "H", "H", "H", "H"], "coordinates": [[-0.229, 0.720, 3.260], [-1.847, 0.216, 1.487], [-0.623, 0.511, 1.873], [-2.758, -0.205, 2.373], [-2.199, 0.236, 0.200], [0.046, 0.690, 1.140], [-2.546, -0.504, 3.306], [-3.737, -0.128, 2.161], [-1.601, 0.575, -0.537], [-3.037, -0.270, -0.015], [0.329, -0.117, 3.673], [-1.084, 1.021, 3.850], [0.444, 1.576, 3.310], [-0.548, -0.114, -3.387], [1.200, -1.372, -2.074], [0.419, -0.244, -2.247], [2.207, -1.423, -1.108], [0.623, 0.833, -1.379], [2.380, -0.330, -0.269], [1.652, 0.838, -0.439], [3.370, -0.299, 0.674], [1.079, -2.237, -2.707], [2.913, -2.249, -1.110], [-0.862, -1.068, -3.785], [-0.041, 0.442, -4.188], [-0.102, 1.625, -1.420], [1.961, 1.766, 0.025], [4.009, -1.019, 0.552], [-1.420, 0.531, -3.223]], "spin_multiplicity": 1, "total_charge": 1}

***

No. 4
{"formula": "C2H2CaKO2", "method": "wB97M-V/def2-TZVPD", "symbols": ["C", "C", "O", "O", "H", "Ca", "K", "H"], "coordinates": [[1.320, -1.213, 0.257], [-0.024, -0.793, 0.107], [-0.441, 0.320, 0.761], [2.271, -0.325, 0.478], [0.493, -1.821, 1.119], [-0.535, 3.065, -1.574], [-2.674, 1.717, -0.230], [-0.410, -0.950, -0.918]], "spin_multiplicity": 1, "total_charge": 1}

***

No. 5
{"formula": "C9H15N2O4", "method": "wB97M-V/def2-TZVPD", "symbols": ["C", "O", "C", "C", "C", "N", "C", "C", "C", "C", "O", "O", "C", "O", "N", "H", "H", "H", "H", "H", "H", "H", "H", "H", "H", "H", "H", "H", "H", "H"], "coordinates": [[1.787, -3.003, 1.554], [1.830, -2.893, 0.106], [2.733, -1.867, -0.345], [1.880, -0.542, -0.632], [1.253, 0.154, 0.589], [0.579, 1.268, -0.077], [-0.175, 2.147, 0.873], [-1.748, 2.005, 0.487], [-2.275, 0.497, 0.713], [-3.406, 0.062, -0.334], [-4.249, -0.799, 0.034], [-3.518, 0.607, -1.651], [0.724, 1.308, -1.492], [0.137, 2.284, -2.324], [1.574, 0.172, -1.850], [2.184, -2.063, 2.099], [2.347, -3.944, 1.872], [0.678, -3.082, 1.874], [3.637, -1.699, 0.349], [3.173, -2.223, -1.351], [1.255, -0.093, 1.694], [-0.076, 1.724, 1.939], [0.186, 3.227, 0.913], [-2.357, 2.780, 1.068], [-1.790, 2.186, -0.655], [-1.458, -0.299, 0.670], [-2.776, 0.452, 1.751], [-3.408, -0.092, -2.333], [-0.628, 1.812, -2.751], [1.906, -0.084, -2.789]], "spin_multiplicity": 1, "smiles": "COCc1cn(CCCC(=O)O)c(O)[nH+]1", "total_charge": 1}

***

Per-record E_tot, eV: -13891.0647, -30165.4704, -16105.1235, -40950.6893, -20735.7892
Per-record ΔE to the lowest compared entry with this formula, charge and spin, kcal per mole: 127.2, 2.4, 2.0, 2.0, 38.6